[1]
112
Properties=species:S:1:pos:R:3:forces:R:3 method="wB97M-V/def2-TZVPD" total_charge=0 lumo_ev=0.5 multiplicity=1 smiles="CCCCCCCCCCCCCCC[C@]1([C@@H](Br)CC)OC(=O)O[C@@]1(O)CCCCCN.CCOC(=O)OC.CCOC(=O)OC"
C 0.542628 -0.748733 4.330539 -0.22 0.12 -0.42
C -0.845951 -0.880945 3.684989 -0.07 0.80 0.88
C -1.960752 -0.303379 4.556782 0.02 -0.38 -0.08
C -2.110440 1.206308 4.373589 0.00 -0.32 0.04
C -3.148651 1.572669 3.309014 -0.14 0.26 0.38
C -2.776417 2.817132 2.506333 0.34 -0.36 0.00
C -1.926877 2.558005 1.263149 -0.29 0.59 -0.48
C -2.713101 2.553566 -0.052427 0.04 -0.45 0.59
C -3.750010 1.432816 -0.179851 0.18 -0.10 -0.80
C -3.154061 0.155985 -0.795153 -0.02 0.57 0.47
C -2.495108 -0.758485 0.234525 -0.07 -0.52 -0.36
C -3.263229 -2.055150 0.500097 0.16 0.20 -0.19
C -2.370526 -3.235638 0.859477 -0.49 -0.06 -0.07
C -1.489718 -3.670000 -0.326218 -0.07 -0.11 0.60
C -0.011436 -3.933561 0.015027 -0.54 0.46 -0.79
C 1.025407 -2.899835 -0.479004 0.24 -0.38 0.81
C 0.787378 -2.517961 -1.948596 0.26 -0.33 -0.14
Br 0.210607 -0.674837 -2.218181 -0.07 0.01 -0.25
C 1.901546 -2.923860 -2.917143 -0.62 0.55 -0.42
C 1.536381 -2.579761 -4.360528 0.18 -0.44 0.30
O 2.285855 -3.628746 -0.445004 0.69 -0.08 0.37
C 2.872815 -3.523695 0.769463 2.15 -1.66 0.60
O 3.867099 -4.166939 1.134828 -3.24 2.16 -1.09
O 2.187759 -2.619294 1.504824 0.58 -0.48 -0.01
C 1.284175 -1.862059 0.657769 0.38 0.68 0.50
O 0.174220 -1.576256 1.457215 0.65 -0.56 -1.34
C 1.982085 -0.531526 0.415912 0.18 0.02 -0.13
C 3.265508 -0.563615 -0.396863 -0.48 0.22 -0.39
C 3.756826 0.830357 -0.834455 0.23 -0.64 0.57
C 3.449102 1.967622 0.135624 0.14 0.81 -0.67
C 2.112115 2.690736 -0.135993 -0.28 -0.86 0.45
N 1.232924 2.842215 1.040946 0.23 -0.06 -0.25
H 0.866763 -1.678169 4.780422 0.04 -0.15 0.36
H 0.536063 0.041492 5.071894 0.12 0.10 0.23
H 1.282329 -0.492817 3.577706 0.24 0.08 -0.04
H -1.039446 -1.927345 3.470778 -0.29 -0.13 -0.06
H -0.833653 -0.318033 2.756416 -0.26 -0.15 0.00
H -1.783889 -0.556628 5.598228 0.06 -0.06 0.23
H -2.889671 -0.798590 4.277310 -0.27 0.03 0.08
H -2.389224 1.650791 5.324584 -0.01 0.25 0.10
H -1.144010 1.628510 4.101414 0.22 0.08 -0.01
H -3.335072 0.700332 2.690285 0.02 0.00 -0.31
H -4.087240 1.777373 3.818402 -0.24 -0.12 0.10
H -3.664829 3.379128 2.234706 -0.18 0.10 -0.14
H -2.195599 3.454593 3.167438 -0.05 0.25 0.20
H -1.190618 3.352203 1.168601 0.06 0.07 0.10
H -1.363921 1.629403 1.332060 0.03 -0.28 0.28
H -3.198754 3.515687 -0.179090 -0.05 0.27 0.05
H -1.981211 2.450971 -0.850496 0.00 0.08 -0.35
H -4.532244 1.780369 -0.850696 -0.27 0.05 0.05
H -4.194686 1.197731 0.780352 -0.29 0.09 0.18
H -3.903076 -0.379309 -1.370320 -0.25 -0.17 0.01
H -2.422139 0.500255 -1.520493 0.21 -0.13 -0.22
H -2.355584 -0.246113 1.178754 0.14 0.12 0.08
H -1.504966 -1.032998 -0.117271 0.04 0.08 0.07
H -4.032553 -1.897425 1.252526 -0.12 -0.01 0.20
H -3.791014 -2.333072 -0.411913 -0.17 -0.04 -0.18
H -1.788974 -3.037995 1.753921 0.13 0.12 0.03
H -3.045942 -4.050090 1.107808 0.02 -0.29 0.17
H -1.899295 -4.603240 -0.697007 -0.08 -0.16 -0.21
H -1.624181 -2.953935 -1.131286 0.16 0.17 -0.12
H 0.066684 -4.056700 1.086661 0.26 -0.15 0.23
H 0.293402 -4.859926 -0.456782 0.13 -0.26 -0.05
H -0.061862 -3.101955 -2.273402 -0.33 0.15 -0.07
H 1.942741 -4.005046 -2.864287 0.39 -0.23 0.28
H 2.848412 -2.478767 -2.651508 0.31 -0.17 0.11
H 0.528856 -2.934726 -4.556100 -0.25 0.17 -0.21
H 2.195363 -3.117959 -5.031816 0.19 -0.05 -0.16
H 1.623800 -1.524463 -4.570669 -0.15 0.26 -0.07
H 0.302132 -2.062355 2.274956 -0.06 -0.12 0.12
H 2.213700 -0.163425 1.408899 -0.05 -0.03 0.34
H 1.271073 0.171168 0.009955 -0.18 0.02 -0.13
H 4.040083 -1.084647 0.156631 0.15 -0.14 0.12
H 3.069893 -1.114073 -1.309778 0.20 -0.26 -0.08
H 4.834688 0.743568 -0.944184 0.19 0.09 -0.14
H 3.371189 1.030584 -1.827236 -0.20 0.32 -0.16
H 3.517504 1.646237 1.169677 -0.03 -0.16 0.21
H 4.228225 2.713931 -0.001258 0.25 0.08 0.19
H 1.576026 2.086835 -0.864164 -0.16 0.08 -0.30
H 2.291727 3.652398 -0.600272 0.08 0.28 0.00
H 0.423241 2.248901 0.928075 0.02 0.11 0.01
H 1.690832 2.490334 1.869170 0.19 0.12 0.17
C -9.029331 1.881126 -4.559423 -0.08 -0.15 0.17
C -7.536843 1.665905 -4.689313 -0.12 0.24 -0.27
O -7.002431 0.895750 -3.601845 0.02 0.10 0.06
C -7.260869 -0.407763 -3.641912 0.15 0.06 0.03
O -7.857325 -0.991331 -4.506848 -0.11 -0.08 -0.10
O -6.724249 -0.965306 -2.556757 0.02 -0.05 0.11
C -6.984895 -2.363944 -2.424837 0.07 -0.16 0.11
H -9.264725 2.340831 -3.598685 0.03 0.09 -0.04
H -9.385350 2.532248 -5.357466 0.03 0.03 0.00
H -9.570706 0.938821 -4.619459 0.03 -0.03 -0.08
H -7.016180 2.619912 -4.640316 0.10 -0.05 0.11
H -7.277820 1.192645 -5.636210 -0.04 -0.12 0.05
H -6.670490 -2.904996 -3.314359 -0.07 0.03 -0.06
H -8.043444 -2.535443 -2.237081 -0.02 -0.01 -0.09
H -6.406485 -2.702756 -1.569886 0.03 0.11 0.03
C 8.349041 0.264069 0.949734 0.21 0.10 0.07
C 7.500193 1.388891 0.396888 -0.15 -0.40 -0.05
O 7.974046 2.679435 0.807611 -0.09 -0.02 0.11
C 9.070394 3.109321 0.189594 -0.16 0.14 -0.05
O 9.659634 2.543576 -0.692062 0.11 -0.11 -0.09
O 9.389277 4.298490 0.698419 0.06 0.05 0.07
C 10.589771 4.861131 0.165118 0.11 0.16 -0.01
H 8.411211 0.334794 2.036349 -0.10 -0.04 0.01
H 7.915962 -0.700185 0.683679 -0.05 0.01 0.01
H 9.362786 0.304666 0.555624 -0.02 0.00 -0.09
H 6.489300 1.314450 0.794384 -0.01 0.20 0.06
H 7.434516 1.347707 -0.690748 0.14 0.07 -0.02
H 10.542067 4.924446 -0.919421 0.01 -0.09 -0.02
H 11.451448 4.268038 0.466714 0.00 -0.05 -0.07
H 10.672264 5.859341 0.584227 -0.09 -0.02 0.07

[2]
112
Properties=species:S:1:pos:R:3:forces:R:3 method="wB97M-V/def2-TZVPD" total_charge=+1 lumo_ev=-3.6 multiplicity=1
C 3.007900 2.736662 -5.750897 -0.70 0.99 -0.06
C 1.931803 3.410305 -4.736012 -0.32 -1.85 -0.21
C 1.994789 2.731611 -3.260826 1.32 1.16 -1.39
C 1.294913 3.686495 -2.222107 0.63 0.78 0.28
C 0.093958 3.205482 -1.322075 -0.27 1.16 0.91
C 0.028690 1.737022 -0.746608 -0.67 -1.59 0.49
C 1.302071 0.778107 -0.709478 1.40 0.00 -0.43
C 2.680660 1.450053 -0.277572 1.29 -1.21 0.07
O 2.555928 2.664261 0.499991 1.44 0.74 -0.40
C 3.787831 3.314139 0.678757 2.14 0.64 0.60
C 3.699710 4.789044 1.309340 -1.40 -0.44 0.44
O 4.900158 2.832729 0.428079 -3.49 0.67 0.22
N -0.954462 0.951913 -1.626683 -2.67 -2.64 0.29
C -1.216012 1.061441 -3.087429 -0.06 -0.28 -1.92
C -2.654850 1.640461 -3.501938 -0.69 0.21 0.10
O -2.569532 2.424202 -4.709413 1.26 -1.14 0.85
C -3.409026 2.515824 -2.384956 -1.17 1.08 0.29
N -3.735859 3.878077 -2.949806 0.34 -0.85 0.91
C -1.695466 0.029304 -1.005903 0.40 -0.37 1.03
C -2.753321 -0.994749 -1.573144 0.14 -0.58 -1.12
C -2.400623 -2.524523 -1.142831 0.08 -0.18 -1.22
C -2.822145 -3.559944 -2.326163 -0.75 0.64 0.24
S -1.428252 -4.637205 -2.887941 0.01 0.50 -0.40
C -1.455007 0.005962 0.577718 -2.14 -0.09 -1.11
C -2.940277 -0.126269 1.235238 0.18 0.16 -0.11
N -0.777003 -1.132155 1.226051 0.15 0.68 -1.63
C -0.755061 1.483615 0.653367 -0.38 -0.04 2.72
Cl 0.303577 1.256203 2.167765 0.52 0.60 -1.38
C -1.787279 2.598087 1.174232 -0.87 0.84 0.34
C -1.962988 2.634638 2.785684 0.95 2.34 0.56
N -1.452995 3.618799 3.494225 -1.32 -2.23 -2.14
H 2.463935 2.530765 -6.740665 1.05 0.26 1.38
H 3.423020 1.761312 -5.346671 -0.45 1.26 -0.46
H 3.838709 3.501140 -5.940652 -1.00 -1.38 0.22
H 2.015977 4.540536 -4.695348 -0.04 -1.46 -0.01
H 0.906130 3.111468 -5.164870 1.20 0.85 0.62
H 1.631473 1.669933 -3.365532 0.23 1.19 0.34
H 3.118929 2.679981 -3.024287 -1.68 -0.08 -0.18
H 0.930550 4.613073 -2.801041 0.33 -1.43 0.92
H 2.108532 4.110996 -1.529219 -1.24 -0.77 -0.98
H -0.885606 3.477895 -1.860255 1.29 -0.80 0.85
H 0.107889 3.908912 -0.410341 -0.01 -1.13 -1.31
H 1.184118 -0.140357 -0.033732 -0.46 1.65 -0.77
H 1.480429 0.317201 -1.748547 -0.30 0.92 1.40
H 3.359806 1.669624 -1.161773 -1.05 -0.30 1.02
H 3.259256 0.699440 0.373490 -0.89 0.98 -1.03
H 4.694651 5.131079 1.732576 -1.15 -0.66 -1.00
H 2.965379 4.795617 2.194519 0.96 -0.21 -1.33
H 3.258216 5.540068 0.561420 0.87 -1.17 0.92
H -0.455049 1.661513 -3.674191 -0.61 -0.60 1.25
H -1.164155 -0.004116 -3.514193 0.15 1.62 0.68
H -3.329707 0.751685 -3.756911 0.98 1.34 0.24
H -1.806886 3.041697 -4.630776 -0.94 -0.41 -0.03
H -4.430341 2.074733 -2.095375 1.70 0.16 -0.46
H -2.842332 2.682224 -1.417738 -0.44 -0.64 -1.17
H -3.109089 4.580573 -2.548335 -0.73 -0.18 -0.17
H -4.721820 4.107826 -2.802582 0.76 0.10 0.03
H -3.836329 -0.761509 -1.269687 1.79 0.06 -0.13
H -2.792334 -1.039956 -2.721751 0.33 0.43 1.70
H -1.269771 -2.626626 -1.055307 -1.63 0.06 0.24
H -2.967169 -2.867485 -0.225180 1.06 0.69 -0.84
H -3.252660 -3.037694 -3.237115 0.57 -0.48 1.12
H -3.663022 -4.224012 -1.915046 1.44 0.70 -0.74
H -0.844711 -3.892817 -3.922712 -0.91 -0.33 1.17
H -3.365252 -1.181741 1.093163 0.92 1.51 0.01
H -3.696480 0.579075 0.773119 0.92 -0.62 0.93
H -2.790633 -0.003490 2.351942 -0.44 0.15 -1.34
H -1.410982 -1.690858 1.804300 0.56 0.19 -0.37
H -0.226589 -1.703624 0.580273 -0.29 0.20 0.61
H -2.831376 2.519773 0.696988 1.59 -0.15 0.59
H -1.466574 3.676695 0.939713 -0.10 -1.75 0.16
H -2.562465 1.876287 3.369847 0.71 0.71 -1.01
H -0.942750 4.265076 2.863437 -0.24 -0.37 0.42
C -0.285556 -1.259186 6.269744 -0.22 0.00 0.35
C 0.923405 -2.025541 5.776043 0.43 0.09 -0.06
C 0.299853 -3.006967 4.803052 -0.04 -0.35 0.01
O -0.861852 -2.364981 4.254712 -0.03 0.16 0.06
C -1.142074 -1.185455 5.021300 -0.12 0.13 -0.26
H -0.046108 -0.277172 6.680269 -0.04 -0.05 -0.05
H -0.801009 -1.837167 7.043272 0.02 0.08 -0.04
H 1.598907 -1.348417 5.242430 -0.02 -0.05 0.02
H 1.488680 -2.515216 6.570751 -0.04 -0.03 -0.08
H -0.029550 -3.917697 5.313284 0.10 -0.01 0.00
H 0.980152 -3.287227 3.995578 -0.12 0.02 -0.03
H -0.876186 -0.317863 4.408159 0.00 0.12 0.03
H -2.210515 -1.139031 5.246470 0.01 -0.09 -0.07
C 4.898145 -4.862831 9.249173 0.08 -0.42 0.12
C 5.482135 -3.945677 8.196645 0.23 0.39 0.01
C 4.416396 -3.984395 7.118569 -0.15 -0.15 -0.26
O 3.161879 -4.192895 7.782155 0.25 0.01 0.07
C 3.416707 -4.556549 9.146708 -0.28 0.18 0.12
H 5.299066 -4.695023 10.249742 -0.05 -0.01 -0.06
H 5.083911 -5.906608 8.976436 -0.01 0.06 0.06
H 5.571646 -2.930913 8.597451 0.03 -0.06 -0.05
H 6.463556 -4.257823 7.836670 -0.08 0.02 0.00
H 4.575798 -4.822386 6.431589 0.08 0.05 -0.04
H 4.374592 -3.060384 6.536830 -0.11 -0.04 0.02
H 3.143328 -3.703845 9.777576 0.01 -0.06 0.08
H 2.791606 -5.408225 9.422671 -0.04 0.07 -0.10
C -2.151728 -1.222852 -7.363581 0.26 0.22 -0.31
C -2.876277 -2.550340 -7.302484 -0.39 -0.09 0.05
C -2.082385 -3.295899 -6.247619 0.12 -0.39 -0.11
O -1.571358 -2.307702 -5.336940 -0.13 0.25 -0.11
C -1.765539 -1.007170 -5.913931 -0.04 0.06 0.22
H -2.756713 -0.410163 -7.767717 0.06 -0.03 0.07
H -1.252136 -1.319146 -7.979489 -0.06 0.06 0.05
H -3.903769 -2.396207 -6.957409 0.04 -0.05 -0.06
H -2.912574 -3.075499 -8.257522 0.02 0.02 0.09
H -1.227531 -3.818691 -6.688525 -0.07 -0.05 -0.01
H -2.689183 -4.020738 -5.700700 0.11 0.06 0.07
H -2.570424 -0.510454 -5.358779 -0.01 0.09 -0.11
H -0.852039 -0.417163 -5.806204 0.01 -0.08 0.04

Number 1: HOMO-LUMO gap 9.7 eV, E_HOMO -0.340 hartree. Number 2: HOMO-LUMO gap 7.2 eV, E_HOMO -0.399 hartree.